No. 1
Molecular formula: C8H16BClNO6P2
Method: DFT, ωB97M-V with the def2-TZVPD basis set

Output
- Spin multiplicity: 1
- Net charge: -1
- LUMO: 3.05 eV
- E_tot: -54106.64074 eV

Geometry as XYZ:
```
35
Properties=species:S:1:pos:R:3:forces:R:3
C 3.1442 0.0047 0.3989 -0.8530 0.2001 0.0781
C 2.4419 -1.1054 -0.5332 2.0152 1.3230 -2.4061
O 2.9215 -1.2014 -1.6918 -1.6238 -0.6140 3.7321
N 1.3052 -1.8788 -0.0312 0.3244 0.5538 -1.2589
C 1.3273 -3.2932 -0.4817 0.5472 -1.5205 0.1775
C 0.0053 -1.2063 -0.2740 -1.5645 -0.0027 0.2432
O -0.1668 -0.6555 -1.5971 0.3585 -1.3405 1.8575
B -0.3323 0.8361 -1.6038 -1.4461 -1.7759 0.9971
P 1.0638 1.4392 -2.8206 1.8204 1.4827 -0.4892
O 0.5309 2.9254 -3.5385 0.3155 -1.1757 -0.1285
Cl 1.1300 0.0003 -4.4200 -0.6110 0.6013 0.3583
O -0.1237 1.1284 -0.1554 0.3111 0.6477 1.9799
C -0.4516 0.0111 0.7125 -0.4692 0.4206 -2.8440
C -2.0347 -0.0957 0.8860 -0.9400 2.0565 1.8298
C -2.5757 1.3194 1.6768 -2.6510 -0.1150 -2.4360
C -3.9055 2.0215 0.9722 3.1809 -2.0601 3.3709
O -3.9254 1.2202 2.3362 2.2854 1.7452 -2.7750
P 0.3273 0.1545 2.4284 1.5804 -2.6104 0.8435
O 1.1729 -1.0543 2.8693 -1.3283 2.2752 -0.7166
H 4.0622 0.4555 -0.1170 -1.4374 -0.9824 0.5423
H 2.4039 0.8735 0.5413 0.9200 -1.2560 -0.2563
H 3.4025 -0.3875 1.4323 -0.4130 0.2918 -1.3014
H 1.9216 -3.4873 -1.4300 -0.7749 0.5863 1.0065
H 1.8261 -3.9255 0.3433 -0.6976 0.9188 -1.1222
H 0.2951 -3.7523 -0.6360 1.2162 1.0149 0.2448
H -0.7890 -2.0034 -0.0366 1.2198 0.7894 -0.7540
H -1.4617 1.1314 -1.9043 -0.3426 0.3144 -0.3835
H 1.2523 3.2760 -4.1026 -0.5507 -0.4592 0.6846
H -2.3852 -0.9489 1.5529 0.7236 0.8802 -0.7714
H -2.6212 -0.1408 -0.0832 1.1707 0.0137 0.9934
H -1.7511 2.0444 2.1344 -2.1014 -1.5727 -0.8491
H -4.4697 1.4550 0.1758 0.9086 1.0431 0.9531
H -3.8444 3.1420 1.1042 -0.7999 -1.5224 -0.2835
H 1.0371 1.4140 2.4826 -0.6146 -0.5032 -0.2219
H -0.7329 0.2834 3.4097 0.3210 0.3523 -0.8952
```
Positions in Å, forces in eV/Å.

Here are the natural (NBO) charges for atoms 1 to 4, given in e: number 1, C, carries -0.7344; number 2, C, carries 0.7330; number 3, O, carries -0.5598; number 4, N, carries -0.5492

***

No. 2
Molecular formula: CH3NOS
Method: DFT, ωB97M-V with the def2-TZVPD basis set

Output
- Relative energy (zero: lowest compared OMol25 entry of this formula, charge and spin): 3.943 eV
- Spin multiplicity: 1
- Net charge: 0
- Structure (SMILES): ONC=S
- LUMO: -0.11 eV
- E_tot: -15454.86632 eV

Geometry as XYZ:
```
7
Properties=species:S:1:pos:R:3:forces:R:3
C -0.9723 -0.5059 -0.2790 4.4562 3.6101 1.5563
N 0.3213 0.5296 0.0283 -5.9107 -0.3056 -0.8617
O 1.4692 -0.0845 0.1667 4.2590 -1.2876 1.7984
S -2.3795 0.1144 -0.0944 -1.9772 0.4622 -0.3579
H -0.6651 -1.5156 -0.2601 0.5339 -1.0566 -0.3063
H 0.3804 1.3104 -0.6463 -0.2843 -0.8235 0.1146
H 1.8460 0.1516 1.0848 -1.0768 -0.5989 -1.9433
```
Positions in Å, forces in eV/Å.

Here are the natural (NBO) charges for atoms 1 to 4, given in e: number 1, C, carries -0.1930; number 2, N, carries -0.3542; number 3, O, carries -0.5619; number 4, S, carries 0.1105

***

No. 3
Molecular formula: C7H13NO
Method: DFT, ωB97M-V with the def2-TZVPD basis set

Output
- Relative energy (zero: lowest compared OMol25 entry of this formula, charge and spin): 6.565 eV
- Spin multiplicity: 1
- Net charge: 0
- LUMO (spin up / spin down): -0.52 / 0.41 eV
- E_tot: -11001.18766 eV

Geometry as XYZ:
```
22
Properties=species:S:1:pos:R:3:forces:R:3
C -0.2646 -1.4484 2.3784 0.0087 0.0437 -0.0127
C 0.6262 -0.6934 1.4182 -0.2404 0.4730 -0.1012
C 0.0838 0.5279 0.8923 0.3887 -0.2517 1.2195
C 1.8475 -1.1684 1.0918 0.1015 -0.1066 -0.0674
C 0.6875 1.4006 -0.1088 -0.2369 0.2190 -1.0541
H -0.8203 0.8891 1.3698 -0.0283 -0.0396 -0.0437
H 0.2391 -2.3184 2.7998 0.0084 0.0354 -0.0392
H -1.1676 -1.7906 1.8650 0.0373 0.0098 0.0175
H -0.5845 -0.8076 3.2046 0.0232 -0.0166 -0.0512
H 2.5032 -0.6558 0.4017 -0.0127 0.0147 0.0054
H 2.2162 -2.0944 1.5134 -0.0248 0.0108 0.0058
H 1.7014 1.1170 -0.3776 0.0353 -0.0151 0.0186
H 0.6815 2.4488 0.1873 0.0703 0.0058 0.0542
N -2.1573 -0.4412 -1.4567 0.0263 0.3030 -0.3698
C -0.2290 1.3207 -1.4493 -0.8711 -0.8738 2.3814
C 0.3835 1.1891 -2.6775 0.4850 -0.2673 -0.9881
O -0.9292 -0.0755 -0.8881 0.0206 0.4802 -1.0817
H -2.8883 -0.2301 -0.7823 0.1405 -0.0857 0.0428
H -2.1262 -1.4411 -1.6267 0.0543 0.0883 0.0760
H -1.0507 2.0321 -1.4033 0.0342 -0.0135 -0.0344
H 1.2053 0.4966 -2.8115 -0.0058 0.0266 0.0195
H 0.0425 1.7431 -3.5405 -0.0146 -0.0405 0.0027
```
Positions in Å, forces in eV/Å.

Here are the natural (NBO) charges for atoms 1 to 4, given in e: number 1, C, carries -0.6269; number 2, C, carries -0.0695; number 3, C, carries -0.0381; number 4, C, carries -0.3873